Model i:
Molecular formula: C6H9N2S
Method: DFT, wB97M-V/def2-TZVPD

ORCA input file:
```
! RIJCOSX wB97M-V def2-TZVPD def2/J DEFGRID3
* xyz 1 1
S -0.7086 -1.5762 -1.2385
H 0.3589 1.8886 -0.2421
H 1.8582 -0.4413 2.6249
N 1.3696 -0.9722 1.9310
C -0.6358 -0.9150 0.4183
H 2.7093 2.2398 0.5184
H -2.8915 -1.9075 -2.1137
N 2.5562 1.7690 -0.3976
C -1.9355 -0.6428 0.8745
C -2.9199 -1.0149 -0.0637
C 1.1561 1.2219 -0.5669
H -4.0114 -1.0575 -0.0249
H 2.9588 2.3335 -1.1654
H 1.2311 0.7452 -1.5376
C 0.6004 -0.6790 0.9884
H -2.2878 -0.3563 1.8164
H 2.9950 0.8618 -0.5919
C -2.4031 -1.4970 -1.2295
*
```

---

Model ii:
Molecular formula: C6H9N2S
Method: DFT, wB97M-V/def2-TZVPD

ORCA input file:
```
! RIJCOSX wB97M-V def2-TZVPD def2/J DEFGRID3
* xyz 1 1
H -2.0639 2.0096 2.4149
H -1.0078 1.7761 -0.2582
H -0.5095 2.6073 2.5272
H 0.6127 -3.2830 -1.8115
H 0.4226 1.0433 -1.4231
S 0.1914 -2.2093 0.3353
C 1.2134 -2.7874 -1.0709
H -0.1016 -0.0188 2.0342
N 1.9565 -1.8190 -1.7284
H -1.7277 3.4287 1.4924
H -0.5521 -0.4855 -2.0627
C 0.3248 -0.0521 -1.4852
H 2.0444 -3.5484 -0.6349
C -0.8402 1.5922 0.7582
C -0.2847 0.3528 0.9909
C -1.3360 2.4536 1.8802
N 1.5938 -0.5762 -1.9256
C 0.0639 -0.4837 -0.0327
*
```

---

Question: which arrangement is favored energetically? Ranking from most to least stable: model ii, model i.

---

Model i:
Molecular formula: C5H7BrO
Method: DFT, wB97M-V/def2-TZVPD

## Properties
Structure (SMILES): CC#CCOCBr

ORCA input file:
```
! RIJCOSX wB97M-V def2-TZVPD def2/J DEFGRID3
* xyz 0 1
H -2.6259 -0.8025 1.8115
C -2.2997 -0.5274 0.8092
Br -3.9904 -0.2168 -0.2330
H 3.6915 0.3132 -0.7822
C 0.5212 0.4637 -0.3289
H -0.7958 2.0839 -0.2316
C 1.6637 0.0988 -0.3432
O -1.5406 0.5891 0.8999
H 3.0764 -1.3518 -0.8498
H -1.8177 -1.3688 0.2958
H 3.3267 -0.5573 0.7188
H -1.3926 0.6899 -1.1719
C 3.0168 -0.4033 -0.3171
C -0.8335 0.9893 -0.2774
*
```

---

Model ii:
Molecular formula: C5H7BrO
Method: DFT, wB97M-V/def2-TZVPD

## Properties
Structure (SMILES): C[C@@H]1CC(=O)[C@H]1Br

ORCA input file:
```
! RIJCOSX wB97M-V def2-TZVPD def2/J DEFGRID3
* xyz 0 1
H -1.1944 0.6198 1.0800
H -0.6380 -1.3477 1.8036
H -1.2779 -0.5867 -1.7712
O -2.4770 -2.5627 0.1575
H 0.9942 0.5557 -1.3203
C -1.8039 -1.6254 0.0470
H 0.2983 -1.9363 0.3892
H 1.3302 1.1245 0.4557
C 0.5116 0.9427 -0.3649
C -1.6835 -0.3178 -0.7830
H 0.1349 1.9623 -0.7154
Br -3.1977 0.9594 -1.0450
C -0.4523 -1.2723 0.7064
C -0.6223 0.1061 0.1903
*
```

---

Question: which arrangement is favored energetically? Ranking from most to least stable: model ii, model i.

---

Model i:
Molecular formula: C5H7BrO
Method: DFT, wB97M-V/def2-TZVPD

ORCA input file:
```
! RIJCOSX wB97M-V def2-TZVPD def2/J DEFGRID3
* xyz 0 1
H 1.0520 -1.4916 -0.8470
O 0.8601 1.5472 -0.1346
H -0.8536 -0.7224 -2.0076
C 0.3175 0.3958 -0.3390
H -1.7244 0.6843 2.0584
C -0.3993 -0.2998 0.6999
Br -1.2662 -1.9696 0.6830
C -0.6382 0.4072 1.9811
C -0.1218 0.0179 -1.8345
H -0.1761 0.9943 -2.2565
H 2.0746 -0.1860 -1.5038
C 1.0976 -0.5077 -1.2466
H -0.0753 1.3342 1.8926
H -0.1469 -0.2039 2.8546
*
```

---

Model ii:
Molecular formula: C5H7BrO
Method: DFT, wB97M-V/def2-TZVPD

ORCA input file:
```
! RIJCOSX wB97M-V def2-TZVPD def2/J DEFGRID3
* xyz 0 1
C 0.8702 0.0909 0.5587
H -2.2622 0.2707 -0.4506
C -0.9214 -1.2534 -0.4485
H 1.3679 0.9424 -1.2259
H 2.4823 -0.5189 1.8727
C -2.1414 -0.7625 -0.6064
H -3.0370 -1.3210 -0.8565
H -0.7663 2.2647 -1.0781
O -0.3884 1.9907 -0.2198
C 0.8755 1.3750 -0.2281
Br -0.1461 -2.8875 -0.7409
C 1.5133 -0.6766 1.4412
H 1.0473 -1.6590 1.6341
H 1.5064 2.1443 0.3480
*
```

---

Question: which arrangement is favored energetically? Ranking from most to least stable: model i, model ii.

---

Model i:
Molecular formula: C5H11O4
Method: DFT, wB97M-V/def2-TZVPD

## Properties
⟨S²⟩: 0.782

ORCA input file:
```
! RIJCOSX wB97M-V def2-TZVPD def2/J DEFGRID3
* xyz 0 2
H 2.2591 1.0999 -0.8586
H 2.6816 2.3732 -1.5989
C -0.9512 0.7048 -0.4832
H 0.0943 0.7521 2.8444
C -0.7073 -0.7686 -0.3013
C 1.5672 -0.3833 0.6220
H -1.7119 2.2181 0.5228
O 1.9117 1.7919 -1.4657
H -1.7132 0.8316 -1.2647
H -2.7367 -1.1827 -0.8429
O -1.3799 1.3225 0.7296
O 0.7348 0.0199 2.7267
C -1.8141 -1.7221 -0.5939
H 0.8046 -2.2295 -0.0261
H -2.0084 -2.3801 0.2666
O 1.4584 0.5582 1.5390
H 2.5897 -0.6250 0.3185
H -1.5692 -2.3763 -1.4436
H -0.0223 1.1901 -0.8323
C 0.5126 -1.1947 0.1414
*
```

---

Model ii:
Molecular formula: C5H11O4
Method: DFT, wB97M-V/def2-TZVPD

## Properties
⟨S²⟩: 0.753

ORCA input file:
```
! RIJCOSX wB97M-V def2-TZVPD def2/J DEFGRID3
* xyz 0 2
H -0.1671 0.9445 -0.8997
H -0.7249 0.3255 -4.1212
H -1.0553 1.8766 0.3756
O 1.2170 2.7476 0.2039
C -0.2491 -1.3588 0.4579
C -0.3038 1.0871 0.1996
O -0.3409 0.0968 -3.2429
H 2.1563 2.5786 0.0229
H 0.4164 -2.6878 -0.9054
H -1.1872 1.0718 2.6409
C -1.0349 0.0118 2.4034
O 1.7548 -1.1712 -1.0741
H -0.3705 -0.4104 3.1841
H 1.8350 -0.8821 -2.0056
H -0.2076 -1.2188 -1.7184
H -2.0065 -0.4940 2.4647
O 0.8720 1.5232 0.8802
C 0.4019 -1.5916 -0.8784
C -0.5977 -0.1745 0.9679
H -0.4079 -2.2744 1.0446
*
```

---

Question: which arrangement is favored energetically? Ranking from most to least stable: model i, model ii.

---

Model i:
Molecular formula: C5H6O2S
Method: DFT, wB97M-V/def2-TZVPD

ORCA input file:
```
! RIJCOSX wB97M-V def2-TZVPD def2/J DEFGRID3
* xyz 0 1
C -2.4620 0.1534 -0.2110
C -1.3286 1.0073 0.2339
H -0.0456 -0.5089 1.4010
O -3.6143 0.1940 -0.4469
H 3.1938 -0.2863 -0.1919
C -0.3943 -0.1848 0.3752
H 1.9248 -1.3050 0.9120
H 2.3092 -1.7097 -0.9310
O 1.2248 1.1771 -0.8123
S -1.4602 -1.2968 -0.4088
H -1.5663 1.7320 1.0972
C 0.9871 0.0795 -0.3003
C 2.1720 -0.7523 -0.0978
H -0.9404 1.7007 -0.6191
*
```

---

Model ii:
Molecular formula: C5H6O2S
Method: DFT, wB97M-V/def2-TZVPD

ORCA input file:
```
! RIJCOSX wB97M-V def2-TZVPD def2/J DEFGRID3
* xyz 0 1
H -2.1379 0.6944 -0.3216
H 2.2309 0.3412 0.5606
H 0.0030 -1.4752 1.3377
O 2.1708 -1.0891 -0.4435
H -1.0050 3.5074 -1.1086
C -0.2194 1.6593 -0.1921
C 0.7944 -0.7371 -0.7955
O 1.4943 0.5851 1.1286
C -0.5632 2.8335 -0.3386
H 0.4117 -0.3529 -1.6418
S -2.0055 -1.0420 0.0803
C 0.4603 0.3960 0.2430
H 2.1281 -2.0306 -1.4983
C -0.2828 -0.8152 0.4012
*
```

---

Question: which arrangement is favored energetically? Ranking from most to least stable: model i, model ii.

---

Model i:
Molecular formula: C2H5O3P
Method: DFT, wB97M-V/def2-TZVPD

ORCA input file:
```
! RIJCOSX wB97M-V def2-TZVPD def2/J DEFGRID3
* xyz 0 1
C -1.8018 0.3895 -1.4519
O 0.5781 -2.4513 -0.0481
C 1.4233 0.4840 1.3492
H 1.0361 1.4143 1.2268
O 0.3833 -0.4044 1.6882
H 2.2442 0.4914 2.0096
H -2.6583 0.5895 -0.7516
P 0.3398 -1.0006 0.0535
H -1.2490 1.1378 -2.1515
H -2.0299 -0.6134 -1.9825
O 1.7341 -0.0368 0.0582
*
```

---

Model ii:
Molecular formula: C2H5O3P
Method: DFT, wB97M-V/def2-TZVPD

## Properties
Structure (SMILES): CP(=O)=O.C=O

ORCA input file:
```
! RIJCOSX wB97M-V def2-TZVPD def2/J DEFGRID3
* xyz 0 1
O 2.2159 -1.4797 1.1381
C -2.5873 -0.1370 0.4316
H -3.6830 -0.3154 0.8064
O 2.2522 -1.3443 -1.4246
H -1.9338 -1.0222 0.4772
H 1.3486 1.6214 0.5011
O -2.3176 0.8931 -0.1404
H 1.4233 1.0394 -1.2739
H 0.1053 0.6903 -0.1598
C 1.1484 0.8325 -0.2394
P 2.0281 -0.7779 -0.1163
*
```

---

Question: which arrangement is favored energetically? Ranking from most to least stable: model ii, model i.

---

Model i:
Molecular formula: C5H3F
Method: DFT, wB97M-V/def2-TZVPD

## Properties
Structure (SMILES): C#CC#CCF

ORCA input file:
```
! RIJCOSX wB97M-V def2-TZVPD def2/J DEFGRID3
* xyz 0 1
H 2.2925 0.8938 -0.8333
C -1.9522 -0.2646 -0.2100
H -4.1184 -0.6493 0.6632
C 1.9862 0.3310 -0.0118
F 3.1034 -0.6863 0.0675
C -0.5556 -0.3786 -0.2591
C 0.6308 -0.3164 -0.2373
C -3.2149 -0.1561 0.0767
H 1.8281 1.2266 0.7442
*
```

---

Model ii:
Molecular formula: C5H3F
Method: DFT, wB97M-V/def2-TZVPD

ORCA input file:
```
! RIJCOSX wB97M-V def2-TZVPD def2/J DEFGRID3
* xyz 0 1
C 0.8787 0.3728 -1.1535
F 4.1958 0.2084 0.1404
C 1.9381 -0.6312 0.1031
H -1.1924 0.4876 -0.3038
C 0.5157 -0.8334 -0.3001
C 2.9810 -0.0466 -0.0017
H -0.0184 0.9659 0.8501
C -0.0967 0.4939 -0.0755
H 0.1333 -1.7575 -0.3008
*
```

---

Model iii:
Molecular formula: C5H3F
Method: DFT, wB97M-V/def2-TZVPD

## Properties
Structure (SMILES): C#CC(F)C#C

ORCA input file:
```
! RIJCOSX wB97M-V def2-TZVPD def2/J DEFGRID3
* xyz 0 1
C -0.0456 0.6493 1.0560
H 0.8224 2.2416 2.4067
F -1.6891 -0.1185 -0.4366
C 1.6565 -0.9124 -1.4237
C 0.4744 -0.6099 -1.0258
H -0.6026 -1.3262 0.4364
C -0.3758 -0.3083 0.0918
H 2.3661 -1.6799 -1.8651
C 0.3932 1.4866 1.7937
*
```

---

Question: which arrangement is favored energetically? Ranking from most to least stable: model iii, model i, model ii.